Computed, not measured: C21H35BBeO2P2 as an isolated structure in a non-equilibrium geometry, with ωB97M-V/def2-TZVPD.

```
62
Properties=species:S:1:pos:R:3:forces:R:3:lowdin_charge:R:1
P -1.8705 0.8563 -2.4409 0.5 -0.9 2.7 0.963
P 0.4221 -0.9672 1.7321 -3.0 0.4 -1.7 1.066
C 0.1542 -0.6240 -1.7965 0.6 2.6 -0.5 -0.243
C 0.6625 -0.8910 -0.4347 2.5 -2.1 4.1 -0.364
H 0.9637 0.1399 -2.1999 -2.0 -2.4 0.7 -0.009
H 0.0272 -1.6244 -2.4126 0.0 2.4 1.1 0.122
H 0.8592 -1.9649 -0.4578 -0.2 -0.3 0.4 0.043
H 1.7117 -0.5568 -0.1147 -1.5 0.1 -1.5 0.013
C 1.2893 0.0922 2.8949 1.0 1.1 -0.5 -0.231
H 1.0692 -0.2320 3.9127 -0.2 -0.3 -0.2 0.064
H 0.9603 1.1360 2.8250 -0.1 -0.3 -0.1 0.057
H 2.3711 0.0814 2.7382 0.0 0.0 0.1 0.042
C 1.1877 -2.5618 1.9381 0.4 -0.2 -0.4 -0.237
H 2.2734 -2.4694 1.7784 -0.3 -0.2 0.2 0.063
H 0.7565 -3.2211 1.1780 0.1 -0.1 0.4 0.056
H 0.9474 -2.9113 2.9418 0.1 -0.1 0.0 0.067
C -1.9895 2.5549 -3.1205 -0.6 0.2 0.3 -0.357
H -3.0320 2.8172 -2.9572 -0.3 0.1 0.0 0.043
H -1.7633 2.6089 -4.1784 -0.2 0.2 -0.2 0.038
H -1.3959 3.2729 -2.5736 0.0 0.2 0.1 0.021
C -1.9489 -0.0737 -3.9425 -0.7 -0.9 -0.9 -0.371
H -1.2531 -0.9066 -3.9140 -0.1 -0.1 -0.2 0.009
H -1.7936 0.5339 -4.8311 -0.1 -0.2 -0.2 0.045
H -2.9700 -0.4927 -3.9020 0.3 0.0 -0.6 0.046
Be 0.7222 1.6944 -0.8699 0.1 -0.3 0.1 0.463
C 2.7983 0.4304 -1.6891 2.2 -0.6 -0.6 -0.138
C 2.9380 1.4166 -0.7230 0.6 -1.8 -0.3 -0.234
C 3.1920 2.8361 -1.0118 -0.1 2.1 -0.9 -0.240
C 2.5275 3.3050 -2.3348 0.8 0.7 0.9 -0.188
C 1.0988 2.8434 -2.3969 -0.7 0.7 0.1 -0.311
C 0.6516 1.9961 -3.3550 0.7 -2.4 -3.6 -0.176
C 1.4888 0.8033 -3.9748 -1.9 2.0 -0.5 -0.218
C 2.7849 0.6022 -3.2909 1.5 -1.9 2.3 -0.200
C -2.4837 -0.1609 1.2381 0.1 0.2 0.5 -0.034
H 3.0016 -0.6854 -1.4153 -0.7 2.3 -0.4 0.137
H 3.0602 1.2187 0.3770 -0.1 -0.5 -1.3 0.112
H 4.2044 3.3128 -1.1774 -0.3 -1.4 1.0 0.136
H 2.7060 3.3155 -0.1450 0.4 0.6 -0.5 0.099
H 2.5433 4.3952 -2.2372 -0.3 0.1 -0.2 0.111
H 3.2013 3.1326 -3.2261 -1.2 -0.3 0.9 0.128
H 0.3399 3.4480 -1.8826 0.5 0.6 -0.7 0.070
H -0.3068 1.9642 -3.8848 1.2 0.5 0.8 0.021
H 1.8259 0.8647 -5.0388 -1.0 0.5 0.3 0.130
H 0.7066 -0.0406 -3.9036 1.9 0.9 -0.5 0.088
H 2.9777 -0.4151 -3.5952 0.9 -0.5 -0.1 0.100
H 3.6360 1.1990 -3.6724 -0.7 -0.1 0.3 0.116
H -3.4999 -0.5808 1.2935 0.1 0.2 0.0 0.068
H -2.1184 -0.2894 0.2123 -0.1 0.1 0.2 -0.013
H -2.5354 0.9294 1.4620 0.0 -0.7 -0.2 0.071
O -1.6044 -0.4909 3.7426 -0.3 0.6 0.0 0.043
B -1.5869 -0.9373 2.3168 0.1 -1.3 0.9 -0.784
O -1.8316 -2.4362 2.4899 -0.4 0.0 -0.6 0.018
C -2.2599 -2.6619 3.7581 0.1 0.5 0.0 -0.235
C -2.7874 -3.8249 4.3081 0.6 1.0 -0.7 -0.017
C -3.1406 -3.7808 5.6504 -0.1 -0.5 0.5 -0.120
C -3.0176 -2.6153 6.4023 -0.5 -0.4 0.6 -0.123
C -2.5629 -1.4379 5.8314 0.9 0.9 -0.9 -0.021
C -2.1259 -1.4871 4.5121 -0.3 -0.4 -0.2 -0.223
H -2.8910 -4.6786 3.6580 -0.1 -0.3 0.2 0.109
H -3.4918 -4.7076 6.1086 0.0 0.4 0.0 0.097
H -3.3086 -2.5980 7.4580 0.0 -0.1 -0.4 0.098
H -2.4909 -0.4755 6.3427 -0.1 -0.4 0.2 0.116
```
Positions in Å, forces in eV/Å.

Output
Kohn-Sham gap (alpha / beta), eV: 4.734 / 4.949
Charge: 0
E_tot, eV: -46084.3697
HOMO energy (alpha / beta), eV: -5.56 / -5.77
Largest force on an atom, eV Å⁻¹: 5.2